ORCA calculation (the ωB97M-V functional and the def2-TZVPD basis) on a 2-piece molecular cluster, C3H9OS overall in a non-equilibrium geometry.

```
14
C3H9OS (the ωB97M-V functional and the def2-TZVPD basis)
C -2.43 -2.50 -1.04
O -2.16 -3.90 -1.26
H -1.99 -1.92 -1.85
H -3.50 -2.33 -1.06
H -1.89 -2.20 -0.14
C 1.85 2.34 -0.39
S 2.76 1.50 1.04
C 1.96 1.81 2.48
H 2.22 3.36 -0.53
H 0.80 2.37 -0.08
H 2.03 1.72 -1.26
H 2.32 2.60 3.14
H -2.93 -4.27 -1.72
H 0.96 1.41 2.66
```

- Net charge: -1
- ΔE to the lowest compared entry with this formula, charge and spin: 78.3 kcal per mole
- Frontier orbital gap: 3.8 eV
- HOMO: -0.041 Eh
- Max |F|: 1.4 eV/Å

Atom charges from the Löwdin analysis, given in e for atoms 1 to 8: number 1, C, carries -0.139; number 2, O, carries -0.148; number 3, H, carries 0.070; number 4, H, carries 0.073; number 5, H, carries 0.078; number 6, C, carries -0.474; number 7, S, carries 0.431; number 8, C, carries -0.706